16
Properties=species:S:1:pos:R:3:forces:R:3 method="wB97M-V/def2-TZVPD" lumo_ev=0.514 relative_energy_kcal_mol=76.1 smiles="CC(=O)CO.NO"
C -0.49441 1.03517 -0.90979 -0.042 -0.698 -0.156
O 0.59392 1.64834 -0.23807 0.172 0.121 0.082
H 0.93549 2.34851 -0.81975 -0.166 -0.394 0.376
H -1.29631 1.76967 -1.02645 -0.326 -0.114 0.050
H -0.18204 0.72463 -1.91234 -0.194 -0.281 0.155
H 0.51226 -1.60249 -1.09655 1.641 0.052 0.679
C -1.29144 -0.02477 1.35368 0.163 0.200 0.114
C -1.11502 -0.18516 -0.13012 -0.697 0.323 -0.981
N 1.78878 -1.22329 0.40892 -0.282 0.224 -0.680
O 1.50077 -1.46508 -0.99325 -1.092 -0.150 -0.238
O -1.59853 -1.12867 -0.74895 1.020 1.198 0.653
H 1.99950 -0.21946 0.41911 -0.005 -0.312 0.126
H 2.67779 -1.70970 0.53583 -0.285 0.098 -0.018
H -0.74340 -0.81794 1.86720 -0.090 0.068 -0.038
H -0.93275 0.94791 1.69554 0.106 -0.149 -0.037
H -2.35461 -0.09767 1.59498 0.076 -0.184 -0.087